Here is C17H30INO5Si2Sn as an isolated structure from the Open Molecules 2025 dataset. Energies are from ωB97M-V/def2-TZVPD.

DFT total energy = -59533.2731 eV
spin multiplicity = 1
relative energy (zero: lowest compared OMol25 entry of this formula, charge and spin) = 0.7099 eV
total charge = 0

```
57
Properties=species:S:1:pos:R:3:nbo_charge:R:1
Sn 0.516 -1.622 -0.755 1.524
C -2.278 1.490 1.220 -1.108
Si -0.526 1.803 1.856 1.191
C 0.374 2.957 0.677 -1.104
C -0.483 2.353 3.666 -0.473
C -0.972 3.436 4.398 -0.193
C -0.776 3.483 5.770 -0.211
C -0.094 2.455 6.423 -0.206
C 0.400 1.374 5.708 -0.235
C 0.212 1.313 4.326 -0.348
Si 0.667 0.109 2.939 1.186
C -0.033 -1.608 3.233 -1.101
C 2.508 -0.006 2.603 -1.108
H -2.996 1.755 2.001 0.249
H -2.446 0.444 0.950 0.245
H -2.518 2.108 0.348 0.216
H -0.246 3.824 0.428 0.233
H 0.627 2.442 -0.254 0.242
H 1.301 3.322 1.128 0.243
H -1.505 4.244 3.905 0.205
H -1.154 4.321 6.345 0.210
H 0.048 2.508 7.496 0.211
H 0.927 0.581 6.232 0.207
H 0.505 -2.077 4.063 0.237
H 0.066 -2.260 2.365 0.237
H -1.090 -1.554 3.504 0.240
H 3.007 -0.531 3.423 0.236
H 2.952 0.988 2.517 0.240
H 2.718 -0.560 1.681 0.250
C -0.403 2.088 -3.361 -0.622
C -1.003 0.704 -3.135 0.135
C -2.316 0.531 -3.883 -0.622
O -1.197 0.470 -1.735 -0.740
C 0.019 -0.339 -3.614 0.790
O 0.101 -0.596 -4.805 -0.658
O 0.780 -0.874 -2.705 -0.891
H -1.103 2.856 -3.020 0.203
H -0.203 2.246 -4.421 0.231
H 0.529 2.191 -2.803 0.223
H -3.012 1.329 -3.608 0.201
H -2.770 -0.429 -3.627 0.209
H -2.146 0.566 -4.957 0.242
H -1.869 1.077 -1.404 0.483
N -1.583 -3.811 -3.899 -0.773
C -0.465 -3.632 -3.191 0.701
O -0.532 -3.400 -1.970 -0.713
C 0.851 -3.721 -3.914 -0.639
I 1.013 -5.370 -5.253 0.104
H -2.462 -3.610 -3.453 0.413
H -1.543 -3.880 -4.903 0.414
H 1.646 -3.804 -3.191 0.257
H 0.976 -2.813 -4.503 0.299
C 3.423 -2.994 -1.390 -0.215
O 2.369 -2.285 -0.814 -1.023
H 3.104 -3.946 -1.829 0.141
H 4.170 -3.235 -0.627 0.169
H 3.916 -2.412 -2.176 0.165
```